# 1
Molecular formula: C4H7NO2
Method: DFT, ωB97M-V with the def2-TZVPD basis set

Values from the calculation:
- lowest unoccupied orbital energy (eV) = 0.7481
- SMILES string = CN=C=CO.C=O
- M (g mol⁻¹) = 101.10
- HOMO-LUMO gap (eV) = 8.9
- total energy (eV) = -9843.09057
- HOMO level (eV) = -8.2

Geometry as ORCA input:
```
! RIJCOSX wB97M-V def2-TZVPD def2/J DEFGRID3
* xyz 0 1
O -0.388 -1.263 0.401
O -1.946 0.922 0.691
N 1.574 0.713 0.038
C 0.371 0.903 -0.007
C -0.837 1.461 0.031
C -1.585 -1.162 0.222
C 2.345 -0.375 -0.539
H 2.750 -0.095 -1.519
H -2.023 -0.893 -0.755
H -2.299 -1.463 1.002
H 1.757 -1.293 -0.632
H -1.810 0.897 1.646
H -1.100 2.202 -0.708
H 3.191 -0.553 0.130
*
```

---

# 2
Molecular formula: C4H10O
Method: DFT, ωB97M-V with the def2-TZVPD basis set

Values from the calculation:
- lowest unoccupied orbital energy (alpha / beta) (eV) = -5.0486 / -8.4963
- M (g mol⁻¹) = 74.12
- HOMO-LUMO gap (alpha / beta) (eV) = 8.1 / 4.7
- expectation value of S² = 0.752
- total energy (eV) = -6347.91770
- HOMO level (alpha / beta) (eV) = -13.2 / -13.2

Geometry as ORCA input:
```
! RIJCOSX wB97M-V def2-TZVPD def2/J DEFGRID3
* xyz 1 2
O 3.002 6.391 1.263
C 0.487 -1.341 -1.210
C -0.384 -1.648 1.121
C -0.586 -1.551 -0.313
C -1.944 -1.717 -0.817
H 0.516 -1.268 1.631
H -2.625 -2.109 -0.078
H 0.349 -1.314 -2.284
H -1.296 -1.389 1.636
H 2.138 6.789 1.149
H -2.005 -2.406 -1.677
H -2.312 -0.784 -1.294
H 1.510 -1.254 -0.866
H 3.458 6.344 0.404
H -0.309 -2.744 1.335
*
```

---

# 3
Molecular formula: C39H74F8N5O6S
Method: DFT, ωB97M-V with the def2-TZVPD basis set

Values from the calculation:
- lowest unoccupied orbital energy (eV) = -4.5662
- M (g mol⁻¹) = 893.10
- HOMO-LUMO gap (eV) = 7.3
- total energy (eV) = -93939.72004
- HOMO level (eV) = -11.9

Geometry as ORCA input:
```
! RIJCOSX wB97M-V def2-TZVPD def2/J DEFGRID3
* xyz 1 1
S 3.670 2.731 -1.385
F 7.523 1.499 2.411
F 1.661 2.911 0.895
F 8.158 1.863 0.220
F 0.225 2.689 -0.820
F 7.887 3.585 1.692
F -0.457 3.178 2.037
F -0.198 1.030 2.447
F -1.720 1.815 0.878
O 3.859 -1.444 0.632
O -0.045 3.293 -6.310
O 1.998 -1.100 5.484
O 0.997 -1.609 2.075
O 0.351 -4.406 0.644
O 5.205 2.599 2.222
N 2.055 -2.683 0.369
N 2.928 -0.483 1.044
N 1.450 0.839 -0.088
N 3.894 1.411 -0.234
N -0.982 1.741 -4.796
C -4.250 -5.826 5.203
C -2.926 -3.682 3.350
C -0.148 0.072 5.756
C 1.907 -1.931 3.144
C -4.958 -4.427 -3.270
C -3.953 -3.660 -4.131
C -2.676 -4.428 -4.481
C 1.502 -1.008 -1.723
C -0.827 8.785 -2.075
C -3.582 -5.560 6.546
C -3.758 -3.786 2.078
C 5.857 2.493 0.943
C -5.499 -5.678 -3.950
C -0.433 4.310 -4.164
C 1.605 -1.304 0.840
C 0.024 0.670 -5.159
C 2.269 -0.710 4.117
C -1.603 -1.273 0.493
C 2.862 0.711 0.176
C 2.777 6.912 0.503
C -0.472 3.077 -5.169
C 0.858 -0.495 -0.315
C 7.416 2.320 1.298
C 0.723 2.001 0.321
C 5.309 1.185 0.165
C -3.253 -6.137 4.085
C 1.258 0.022 -2.923
C -0.428 1.908 1.410
C -0.682 -0.687 -0.648
C 1.305 7.397 -2.220
C 1.281 6.739 0.280
C 0.091 -0.371 -3.925
C -1.353 -3.803 -2.397
C -1.871 -4.929 -3.281
C -2.275 -5.006 3.753
C 1.101 -3.521 0.379
C 1.415 0.069 6.147
C 0.695 8.784 -2.015
C 0.928 6.359 -1.159
H -2.656 -1.355 0.052
H -0.369 1.081 5.298
H -5.994 -5.426 -4.891
H -3.545 -3.295 4.164
H -0.373 -0.717 4.962
H 6.001 1.079 -0.739
H 4.281 -1.179 -0.211
H -2.926 -5.281 -5.118
H -1.622 -5.343 2.940
H -6.231 -6.170 -3.305
H 2.394 7.494 -2.265
H 1.027 9.213 -1.065
H 0.918 5.950 0.947
H 1.809 0.274 3.811
H 1.056 1.089 -5.341
H -1.017 -5.504 -3.652
H -3.145 -4.126 1.238
H -3.691 -2.727 -3.619
H -2.987 -6.421 6.861
H -1.264 8.177 -1.280
H -1.062 0.338 -0.997
H -3.811 -6.414 3.184
H -1.618 -4.829 4.610
H -0.408 0.111 -6.044
H 0.998 7.016 -3.201
H -2.930 -4.685 6.507
H 3.186 7.722 -0.104
H 1.937 1.033 5.868
H 1.076 9.448 -2.797
H -0.927 -0.269 -3.416
H -1.207 9.802 -1.955
H 1.426 5.412 -1.408
H 2.564 2.472 -2.178
H 3.410 -0.597 4.053
H -2.168 -3.225 -1.955
H -1.178 8.405 -3.038
H -0.147 6.153 -1.214
H -0.711 -3.124 -2.967
H -2.038 -3.777 -5.090
H 5.466 0.332 0.886
H 1.066 -2.014 -2.040
H -0.962 4.089 -3.180
H -0.786 -0.188 6.648
H -4.707 -6.400 -4.158
H -5.798 -3.762 -3.043
H 0.638 4.592 -3.941
H -2.134 -2.941 3.190
H 0.177 -1.449 -4.282
H -1.707 -0.650 1.425
H 2.616 -1.197 -1.669
H 2.976 7.154 1.550
H 4.234 2.634 2.110
H 0.757 7.653 0.573
H -4.172 -2.807 1.820
H -0.890 -1.351 -1.569
H 1.529 -0.053 7.270
H -4.511 -4.695 -2.307
H -1.828 1.625 -5.373
H -1.343 -2.326 0.831
H 3.316 5.991 0.262
H 2.853 -2.476 2.824
H 5.793 3.437 0.325
H -2.674 -7.025 4.363
H -0.762 -4.215 -1.576
H -4.338 -5.374 7.312
H -2.467 -5.623 -2.681
H -4.597 -4.474 2.196
H 1.079 1.091 -2.598
H -4.444 -3.360 -5.065
H -4.925 -6.681 5.312
H -4.879 -4.973 4.929
H 1.359 -2.681 3.812
H 2.220 0.034 -3.542
H -0.904 5.224 -4.658
*
```